1.
C53H50AsIrN7O6S as an isolated structure in a non-equilibrium geometry. Source: OMol25; level of theory: ωB97M-V/def2-TZVPD.

The multiplicity is 1. The total charge is +1. As for the HOMO energy (spin up / spin down): -7.8 / -7.9 eV. The energy relative to the best compared isomer or geometry (same formula, charge and spin) is 34.2 kcal/mol. The HOMO-LUMO gap (spin up / spin down) comes out at 3.322 / 3.344 eV.

Last column: Mulliken charge in e.
Atoms and positions in Å:
1 Ir 0.1004 -1.7100 0.9342  0.817
2 O 6.2819 -5.8656 -1.5878  -0.480
3 C 5.4328 -4.9067 -1.9948  0.671
4 O 5.6605 -4.2534 -2.9783  -0.534
5 C 4.2077 -4.7019 -1.1832  0.963
6 C 3.1276 -4.0700 -1.8055  -0.658
7 C 1.9832 -3.7842 -1.1082  0.009
8 C 1.8940 -4.0794 0.2625  0.115
9 C 2.9581 -4.7652 0.8737  -0.775
10 C 4.0918 -5.0699 0.1584  -1.346
11 N 0.8086 -3.6348 0.9716  1.111
12 C 0.4026 -4.2800 2.0683  -0.187
13 C -0.5581 -3.6976 2.8904  0.548
14 C -1.0725 -4.3464 4.0400  -1.275
15 C -2.0243 -3.7358 4.8023  -0.620
16 C -2.4766 -2.4615 4.4178  -1.204
17 C -1.9272 -1.8709 3.3033  -0.195
18 N -0.9933 -2.4366 2.5399  0.550
19 H 5.9455 -6.3402 -0.8170  0.295
20 H 3.2271 -3.8073 -2.8469  0.497
21 H 1.1436 -3.3049 -1.5903  0.058
22 H 2.9160 -5.0054 1.9255  0.547
23 H 4.9063 -5.5470 0.6869  0.257
24 H 0.7816 -5.2682 2.2867  0.659
25 H -0.6896 -5.3225 4.2914  0.572
26 H -2.4292 -4.2153 5.6786  0.481
27 H -3.2296 -1.9420 4.9879  0.547
28 H -2.2500 -0.8811 3.0253  0.524
29 C -3.1973 -5.2159 -1.8423  -0.835
30 N -2.9860 -3.9862 -2.5498  0.221
31 C -3.3008 -3.7278 -3.8535  -0.771
32 C -2.8727 -2.4820 -4.1418  -0.444
33 N -2.2827 -1.9572 -3.0025  0.497
34 C -2.3845 -2.8975 -2.0076  0.160
35 S -2.0298 -2.8724 -0.3685  -0.209
36 C -1.5033 -0.7890 -2.9690  0.787
37 C -1.1267 -0.1778 -4.1834  -1.494
38 C -0.3577 0.9942 -4.1215  -0.908
39 C 0.0888 1.4583 -2.9208  -1.789
40 C -0.2067 0.6998 -1.7053  0.951
41 N -1.1338 -0.3645 -1.7933  0.739
42 H -3.7668 -5.9007 -2.4639  0.332
43 H -3.7346 -5.0158 -0.9163  0.318
44 H -2.2384 -5.6706 -1.5861  0.303
45 H -3.8091 -4.4389 -4.4724  0.446
46 H -2.9659 -1.9384 -5.0584  0.495
47 H -1.4017 -0.5788 -5.1435  0.367
48 H -0.1121 1.5119 -5.0374  0.482
49 H 0.7369 2.3227 -2.8486  0.542
50 H 0.7315 0.2685 -1.3041  -0.076
51 O 2.6010 -1.4214 1.4019  -0.840
52 C 2.6347 -1.1163 0.2032  1.087
53 O 1.5681 -1.1482 -0.5029  -1.327
54 C 3.8666 -0.5903 -0.4411  -0.073
55 C 3.8509 -0.2830 -1.8008  -0.075
56 C 4.9205 0.3695 -2.3760  -0.682
57 C 6.0120 0.7040 -1.5805  -0.160
58 C 6.0678 0.3495 -0.2365  -0.555
59 C 4.9866 -0.2926 0.3340  -0.607
60 N 7.0840 1.4911 -2.1499  1.014
61 O 6.8876 1.9828 -3.2412  -0.592
62 O 8.0884 1.6420 -1.4905  -0.606
63 H 2.9883 -0.5511 -2.3907  0.506
64 H 4.9273 0.6395 -3.4216  0.549
65 H 6.9408 0.6134 0.3437  0.543
66 H 4.9798 -0.5499 1.3826  0.534
67 C 2.1493 6.7557 1.7196  -1.437
68 C 1.3853 5.5410 1.3137  0.614
69 C 2.0381 4.3819 0.9316  -1.026
70 C 1.3414 3.2480 0.5462  -0.186
71 C 2.1483 2.0610 0.1206  -0.317
72 C -0.0615 3.2465 0.5549  0.314
73 As -0.9228 1.5643 -0.0408  -0.528
74 N -0.4738 0.2969 1.1683  0.238
75 C -0.4331 0.7395 2.4786  0.910
76 C 0.4830 0.1924 3.3960  -0.377
77 C 0.4388 0.5521 4.7267  -0.935
78 C -0.5065 1.4582 5.1862  -1.022
79 C -1.3998 2.0297 4.2920  -1.105
80 C -1.3460 1.6948 2.9552  0.242
81 C -2.7931 1.8636 -0.5968  -0.007
82 C -3.8533 1.1319 -0.0568  0.543
83 C -3.6172 0.0035 0.8927  -0.335
84 C -5.1591 1.4829 -0.3786  -0.892
85 C -5.4434 2.5429 -1.2249  0.704
86 C -6.8580 2.9485 -1.4947  -1.559
87 C -4.3745 3.2147 -1.8093  -0.889
88 C -3.0561 2.8915 -1.5153  1.225
89 C -1.9634 3.6619 -2.1942  -1.874
90 C -0.7456 4.4110 0.9461  1.471
91 C -2.2418 4.5722 1.0000  -1.835
92 C -0.0014 5.5295 1.3060  -1.001
93 H 3.2177 6.5776 1.6493  0.382
94 H 1.9033 7.0274 2.7434  0.334
95 H 1.8932 7.5964 1.0789  0.346
96 H 3.1177 4.3518 0.9301  0.454
97 H 3.1501 2.1286 0.5394  0.829
98 H 2.2459 2.0287 -0.9686  0.198
99 H 1.6959 1.1373 0.4783  -0.648
100 H 1.2398 -0.4966 3.0478  0.494
101 H 1.1499 0.1235 5.4173  0.528
102 H -0.5500 1.7192 6.2309  0.421
103 H -2.1507 2.7252 4.6405  0.504
104 H -2.0589 2.1231 2.2516  0.624
105 H -2.6971 -0.5211 0.6303  -0.928
106 H -4.4360 -0.7111 0.8621  0.680
107 H -3.5381 0.3836 1.9139  0.234
108 H -5.9751 0.9330 0.0699  0.411
109 H -7.5468 2.4099 -0.8488  0.370
110 H -7.1232 2.7410 -2.5305  0.329
111 H -6.9909 4.0155 -1.3248  0.373
112 H -4.5691 4.0228 -2.5022  0.460
113 H -2.2893 4.6789 -2.4059  0.545
114 H -1.7217 3.1873 -3.1467  0.376
115 H -1.0513 3.6982 -1.5918  0.283
116 H -2.7772 3.6251 0.9577  0.140
117 H -2.5843 5.1898 0.1674  0.441
118 H -2.5287 5.0836 1.9185  0.611
119 H -0.5288 6.4278 1.5928  0.496

2.
One molecule with the formula C8H7N in a non-equilibrium geometry. Source: OMol25; level of theory: ωB97M-V/def2-TZVPD.

The multiplicity is 1. The total charge is 0. As for the HOMO energy (spin up / spin down): -7.2 / -7.2 eV. The energy relative to the best compared isomer or geometry (same formula, charge and spin) is 125.7 kcal/mol. The HOMO-LUMO gap (spin up / spin down) comes out at 6.664 / 6.662 eV.

Last column: natural (NBO) charge in e.
Atoms and positions in Å:
1 C 1.7277 -1.3225 -0.4126  -0.445
2 C 2.5042 -0.3554 0.2352  0.084
3 C 0.4867 -0.7858 -0.7272  -0.158
4 C 0.5301 0.5577 -0.1886  0.012
5 C -0.4138 1.5680 -0.1143  -0.097
6 C -1.7090 1.1354 -0.3679  -0.367
7 C -2.0780 -0.0826 0.0827  0.245
8 C -2.5802 -1.2295 0.3771  -0.470
9 N 1.8356 0.8026 0.2439  -0.538
10 H 1.8244 -2.4341 -0.4693  0.231
11 H 3.6158 -0.4065 0.5292  0.213
12 H -0.0877 2.5729 -0.0535  0.208
13 H -2.3767 1.7634 -0.8848  0.236
14 H -2.2481 -2.0593 -0.0720  0.238
15 H -3.1193 -1.3636 1.2164  0.214
16 H 2.0882 1.6395 0.6057  0.396

3.
C35H38CoN4 as an isolated structure in a non-equilibrium geometry. Source: OMol25; level of theory: ωB97M-V/def2-TZVPD.

The multiplicity is 5. The total charge is -1. As for the HOMO energy (spin up / spin down): -0.8 / -3.0 eV. The energy relative to the best compared isomer or geometry (same formula, charge and spin) is 0.0 kcal/mol. The HOMO-LUMO gap (spin up / spin down) comes out at 3.368 / 5.631 eV.

Last column: Mulliken spin population.
Atoms and positions in Å:
1 Co 0.3798 -0.4492 0.0012  2.362
2 N -1.3093 -1.2189 1.0424  0.276
3 N -0.4011 -2.4240 -1.4299  0.010
4 C 1.9814 0.5755 -0.7375  0.098
5 C 2.2908 -0.6875 -0.1154  0.048
6 C 1.8302 -0.6179 1.2583  -0.009
7 C 2.1127 -1.6182 2.3290  0.038
8 H 2.1955 -2.6247 1.9001  -0.007
9 H 1.2903 -1.6163 3.0575  -0.029
10 H 3.0504 -1.3894 2.8589  -0.001
11 C 1.2669 0.6924 1.4547  0.050
12 C 1.1186 1.4121 2.7413  0.002
13 H 2.0991 1.7470 3.1178  0.004
14 H 0.6472 0.7712 3.4936  0.005
15 H 0.4829 2.2945 2.6131  0.001
16 C 1.1766 1.3344 0.1734  0.007
17 C 0.6421 2.7112 -0.0584  0.019
18 H -0.1665 2.9153 0.6562  0.001
19 H 0.2205 2.7896 -1.0693  -0.003
20 H 1.4122 3.4907 0.0571  0.001
21 C 3.1256 -1.7889 -0.6826  -0.004
22 H 4.1625 -1.6944 -0.3272  0.002
23 H 3.1218 -1.7495 -1.7781  0.000
24 H 2.7369 -2.7657 -0.3694  -0.012
25 C 2.5300 1.1424 -1.9985  -0.009
26 H 1.7374 1.6556 -2.5579  0.005
27 H 2.9690 0.3631 -2.6303  0.001
28 H 3.3138 1.8876 -1.7802  0.004
29 C -2.0069 -0.7055 2.1950  -0.035
30 H -2.7086 0.0857 1.8997  -0.014
31 C -2.6321 -1.6917 3.2460  -0.029
32 H -3.6416 -1.4041 3.5718  0.013
33 C -2.4392 -3.1051 2.8950  0.455
34 H -2.9155 -3.8400 3.5413  0.046
35 C -1.7404 -3.4836 1.7998  -0.083
36 H -1.5588 -4.5323 1.5511  0.002
37 C -1.1313 -2.5402 0.8970  0.234
38 C -0.2014 -2.9228 -0.1413  0.462
39 H 0.2182 -3.9272 -0.0955  0.021
40 C -0.4417 -1.0528 -1.5574  -0.053
41 C -0.3053 -3.0277 -2.6923  0.000
42 H -0.2920 -4.0959 -2.8079  0.005
43 C -0.3203 -2.0337 -3.5919  0.032
44 H -0.3154 -2.0585 -4.6664  0.003
45 N -0.4093 -0.8243 -2.8985  -0.032
46 C -0.6052 0.4608 -3.4886  0.006
47 C 0.2593 0.9304 -4.4923  0.006
48 C 0.0508 2.2232 -4.9990  0.002
49 H 0.7265 2.6085 -5.7684  0.000
50 C -0.9809 3.0371 -4.5220  -0.002
51 C -1.1998 4.4244 -5.0632  0.000
52 H -1.0769 5.1878 -4.2800  0.000
53 H -2.2212 4.5336 -5.4571  0.000
54 H -0.4942 4.6486 -5.8724  0.000
55 C -1.8350 2.5360 -3.5348  0.001
56 H -2.6522 3.1656 -3.1694  0.000
57 C -1.6723 1.2459 -3.0248  -0.005
58 C -2.6761 0.6881 -2.0736  0.012
59 H -3.1954 -0.1922 -2.4766  0.001
60 H -3.4355 1.4459 -1.8565  0.000
61 H -2.2079 0.3976 -1.1247  0.001
62 C 1.4086 0.1153 -4.9971  0.002
63 H 1.1586 -0.4158 -5.9273  0.000
64 H 1.7500 -0.6264 -4.2683  0.001
65 H 2.2536 0.7781 -5.2256  0.000
66 N -1.0768 -0.2559 3.2883  -0.018
67 C -1.5615 -1.0440 4.2112  0.034
68 C -1.2236 -1.0697 5.6206  0.041
69 C -2.2097 -0.8213 6.6002  0.020
70 C -1.8233 -0.5149 7.9031  -0.010
71 C -0.4642 -0.5654 8.2616  0.014
72 C 0.5147 -0.8663 7.3006  -0.008
73 C 0.1398 -1.1103 5.9786  0.015
74 H -3.2580 -0.8192 6.3039  0.002
75 H -2.5724 -0.2338 8.6483  -0.002
76 H -0.1614 -0.3631 9.2951  0.002
77 H 1.5731 -0.9027 7.5771  0.000
78 H 0.8895 -1.3290 5.2170  0.001

4.
One molecule with the formula C28H33N5O6S. Source: OMol25; level of theory: ωB97M-V/def2-TZVPD.

The multiplicity is 1. The total charge is 0. As for the HOMO energy: -7.8 eV. The energy relative to the best compared isomer or geometry (same formula, charge and spin) is 11.9 kcal/mol. Its SMILES is COc1ccc(CN(C(=O)c2snc(C(N)=O)c2N)[C@H](C(=O)NC2CCCC2)c2cc(OC)ccc2OC)cc1. The HOMO-LUMO gap comes out at 8.385 eV.

Last column: natural (NBO) charge in e.
Atoms and positions in Å:
1 C -2.6217 6.5773 -1.4970  -0.252
2 H -3.4931 6.3474 -2.1181  0.178
3 O -2.7214 5.9828 -0.2255  -0.498
4 C -2.7770 4.6233 -0.1463  0.309
5 C -2.7555 3.7563 -1.2354  -0.323
6 C -2.8067 2.3896 -1.0301  -0.108
7 C -2.8835 1.8582 0.2491  -0.097
8 C -2.8985 2.7287 1.3324  -0.189
9 C -2.8491 4.0936 1.1424  -0.267
10 H -2.8667 4.7758 1.9777  0.224
11 H -2.9634 2.3364 2.3382  0.209
12 C -2.9260 0.3679 0.4425  -0.235
13 N -1.6641 -0.2596 0.0846  -0.437
14 C -1.6430 -1.1363 -0.9498  0.677
15 O -2.6666 -1.4757 -1.5250  -0.626
16 C -0.3587 -1.7864 -1.2790  -0.408
17 C -0.1520 -3.1521 -1.1376  0.174
18 N -1.0267 -4.0362 -0.5909  -0.809
19 H -0.7552 -5.0058 -0.6743  0.423
20 H -2.0054 -3.8115 -0.6607  0.401
21 C 1.1758 -3.4754 -1.5360  0.000
22 N 1.8733 -2.4595 -2.0200  -0.636
23 S 1.0381 -1.0722 -1.9750  0.802
24 C 1.7616 -4.8161 -1.4124  0.649
25 O 1.1753 -5.7598 -0.8976  -0.654
26 N 3.0172 -4.9102 -1.8985  -0.806
27 H 3.4205 -4.1049 -2.3452  0.417
28 H 3.4925 -5.7960 -1.9006  0.403
29 C -0.4960 0.1781 0.8291  -0.124
30 C 0.3534 -1.0120 1.2464  0.027
31 C -0.3000 -2.1065 1.7856  -0.255
32 C 0.3678 -3.2992 2.0555  0.309
33 C 1.7343 -3.3622 1.8196  -0.284
34 C 2.4098 -2.2476 1.3534  -0.270
35 C 1.7430 -1.0648 1.0701  0.248
36 O 2.3626 0.0681 0.6139  -0.529
37 C 3.6650 -0.0504 0.0885  -0.252
38 H 3.8803 0.9111 -0.3748  0.198
39 H 3.7154 -0.8375 -0.6687  0.195
40 H 4.3991 -0.2430 0.8782  0.174
41 H 3.4728 -2.3217 1.1910  0.223
42 H 2.2884 -4.2709 1.9872  0.226
43 O -0.3915 -4.3240 2.5193  -0.497
44 C 0.1683 -5.6198 2.4905  -0.262
45 H -0.6472 -6.2969 2.7388  0.196
46 H 0.5550 -5.8612 1.4961  0.205
47 H 0.9643 -5.7302 3.2346  0.168
48 H -1.3671 -2.0799 1.9392  0.225
49 H -0.8763 0.6581 1.7399  0.220
50 C 0.2386 1.2479 0.0019  0.728
51 O 0.3103 1.1873 -1.2117  -0.663
52 N 0.6956 2.2905 0.7097  -0.608
53 H 0.6211 2.2837 1.7134  0.394
54 C 1.5400 3.3106 0.1173  -0.056
55 H 2.0063 2.8501 -0.7573  0.227
56 C 2.5445 3.8186 1.1492  -0.413
57 C 1.7459 4.8587 1.9328  -0.403
58 C 0.9355 5.5859 0.8552  -0.415
59 H -0.0147 5.9501 1.2419  0.217
60 H 1.4973 6.4443 0.4866  0.202
61 C 0.7322 4.5608 -0.2737  -0.415
62 H 1.0916 4.9521 -1.2243  0.209
63 H -0.3138 4.2901 -0.3955  0.229
64 H 2.3861 5.5362 2.4956  0.215
65 H 1.0757 4.3650 2.6386  0.188
66 H 2.9357 3.0145 1.7712  0.215
67 H 3.3782 4.2993 0.6368  0.211
68 H -3.1614 0.1243 1.4853  0.193
69 H -3.6820 -0.0812 -0.2078  0.261
70 H -2.7837 1.7227 -1.8784  0.219
71 H -2.6964 4.1319 -2.2443  0.224
72 H -2.5817 7.6504 -1.3172  0.201
73 H -1.7103 6.2630 -2.0155  0.177

5.
One molecule with the formula C5H6O. Source: OMol25; level of theory: ωB97M-V/def2-TZVPD.

The multiplicity is 1. The total charge is 0. As for the HOMO energy (spin up / spin down): -8.1 / -8.1 eV. The energy relative to the best compared isomer or geometry (same formula, charge and spin) is 117.5 kcal/mol. The HOMO-LUMO gap (spin up / spin down) comes out at 8.057 / 8.059 eV.

Last column: natural (NBO) charge in e.
Atoms and positions in Å:
1 C -0.0860 1.4845 0.6056  -0.623
2 C -0.1936 0.0897 0.0610  -0.258
3 C -1.4774 -0.4111 -0.3942  0.372
4 O -2.4922 0.2618 -0.4233  -0.568
5 C 0.9241 -0.7077 -0.2127  -0.226
6 C 1.9116 -1.4796 -0.2627  -0.216
7 H 0.8180 1.6169 1.2061  0.219
8 H -0.0622 2.2089 -0.2176  0.227
9 H -0.9629 1.7135 1.2177  0.239
10 H 0.4748 -1.4226 0.6074  0.476
11 H -1.4816 -1.4684 -0.7463  0.105
12 H 2.6420 -2.0335 -0.8234  0.252

| no. | molecular weight (g/mol) | total energy (hartree) |
| --- | --- | --- |
| 1 | 1180.2 | -5622.34350 |
| 2 | 117.2 | -363.57405 |
| 3 | 573.7 | -2958.11660 |
| 4 | 567.7 | -2210.23285 |
| 5 | 82.1 | -269.15902 |